{"formula": "C8H17ClN3O2", "method": "ωB97M-V/def2-TZVPD", "symbols": ["Cl", "O", "O", "N", "N", "N", "C", "C", "C", "C", "C", "C", "C", "C", "H", "H", "H", "H", "H", "H", "H", "H", "H", "H", "H", "H", "H", "H", "H", "H", "H"], "xyz": [[1.5002, 2.1676, 0.2435], [-2.2049, -0.3164, -0.9778], [-4.0732, 0.8354, -1.4149], [1.7514, 0.3816, -2.0395], [0.7184, 0.6712, 0.0796], [0.0233, -1.0787, -1.2274], [1.9714, -0.0927, 2.7404], [-0.0882, 0.2545, 1.2629], [-1.2796, -0.8669, -1.8824], [-2.8797, 0.8297, -1.3898], [0.6354, -0.6665, 2.2423], [0.7828, -2.1080, 1.7577], [0.8409, 0.0232, -1.0463], [-2.0309, 2.0389, -1.6365], [1.8084, 0.6296, 3.5377], [-0.3270, 1.1844, 1.7753], [-1.6289, -1.8550, -2.1731], [1.6068, -2.1908, 1.0445], [0.9737, -2.7653, 2.5993], [2.6763, 0.5803, -1.6724], [-2.6643, 2.8030, -2.0759], [-1.6335, 2.4155, -0.6939], [-1.0163, -0.1766, 0.9086], [-1.1964, 1.8442, -2.3091], [2.5666, -0.9025, 3.1582], [-0.0405, -0.6813, 3.1007], [-1.2096, -0.2535, -2.7838], [2.5563, 0.3689, 1.9490], [-0.1149, -2.4329, 1.2330], [1.4367, 1.1654, -2.6021], [0.5392, -1.8065, -1.7078]], "atomic_forces_ev_per_a": [[0.1, 0.0, 0.0], [0.1, -0.1, -0.2], [0.8, -0.1, 0.1], [0.1, -0.4, 0.6], [0.1, 0.0, -0.1], [0.2, 0.3, -0.2], [-0.3, -0.3, 0.2], [-0.2, 0.1, 0.5], [-0.4, -0.1, 0.3], [-1.0, 0.1, 0.2], [0.3, -0.1, 0.2], [-0.1, 0.4, -0.5], [-0.2, -0.1, -0.2], [0.0, 0.2, -0.2], [0.1, 0.2, -0.1], [0.0, 0.1, -0.1], [0.0, -0.1, 0.0], [0.1, -0.1, 0.1], [0.1, -0.1, 0.0], [0.0, 0.3, 0.0], [0.1, 0.1, 0.0], [0.0, -0.1, 0.1], [0.1, -0.1, -0.1], [0.1, 0.0, 0.0], [0.1, 0.0, 0.0], [-0.1, 0.0, 0.0], [0.1, 0.0, 0.0], [0.1, 0.0, 0.0], [-0.1, -0.1, 0.2], [-0.1, -0.2, -0.3], [0.0, 0.1, -0.2]], "charge": 1, "lumo_ev": -4.444, "total_energy_ev": -29651.5090, "orbital_gap_ev": 9.568}